62
Properties=species:S:1:pos:R:3:forces:R:3 method="wB97M-V/def2-TZVPD" total_energy_ev=-58106.3402 de_lowest_kcal_mol=0.0 charge=+1 largest_force_ev_per_a=0.894 homo_ha=-0.3933
C 4.341 5.459 -2.392 -0.102 -0.035 -0.048
C 3.366 5.247 -1.231 -0.084 -0.193 -0.149
C 1.987 5.851 -1.489 0.167 0.073 -0.078
C 1.070 4.987 -2.350 -0.100 0.105 0.005
N 1.006 3.571 -1.917 0.029 -0.061 0.147
N 1.683 2.656 -2.809 0.063 -0.216 -0.146
P 0.560 2.003 -4.177 -0.174 0.314 -0.112
S -0.533 3.332 -4.952 -0.036 -0.026 0.054
P 2.528 1.367 -1.813 0.242 -0.293 0.018
N 1.860 0.980 -0.517 -0.121 0.668 -0.581
O 2.582 0.298 -3.006 0.281 -0.065 0.294
O 4.018 1.878 -1.730 0.018 -0.010 -0.230
H 5.069 4.652 -2.470 0.084 0.028 0.064
H 3.810 5.520 -3.348 0.006 -0.045 -0.047
H 4.890 6.392 -2.288 0.011 0.055 -0.023
H 3.253 4.178 -1.048 -0.024 -0.019 0.165
H 3.768 5.647 -0.304 0.108 0.076 -0.005
H 1.494 6.111 -0.554 -0.066 -0.149 0.041
H 2.113 6.784 -2.045 -0.069 0.136 0.115
H 0.052 5.369 -2.306 -0.053 0.050 -0.022
H 1.345 5.045 -3.405 0.092 -0.078 -0.036
H 0.051 3.245 -1.818 0.007 0.052 -0.138
H 2.406 3.201 -3.293 0.003 0.083 0.090
H -0.027 0.991 -3.410 0.080 -0.110 0.033
H 1.561 1.414 -4.947 0.045 -0.135 0.028
H 1.050 1.521 -0.244 0.011 -0.289 0.455
H 2.839 -0.586 -2.687 -0.248 0.092 -0.177
H 4.610 1.589 -2.445 -0.097 0.101 0.182
C -0.184 -3.414 1.735 -0.022 -0.050 -0.057
C 1.023 -2.575 1.334 -0.140 0.008 0.021
C 2.259 -2.793 2.215 0.073 -0.006 -0.056
O 2.191 -2.178 3.483 -0.060 0.018 0.019
C 1.509 -2.910 4.485 0.046 0.003 0.025
N 0.625 -1.164 1.269 0.124 -0.019 0.092
H -0.679 -3.017 2.620 0.013 0.006 0.003
H -0.924 -3.409 0.936 -0.030 0.032 0.026
H 0.097 -4.450 1.935 0.020 0.005 0.005
H 1.315 -2.877 0.321 0.045 -0.022 0.014
H 3.120 -2.334 1.719 0.001 0.017 0.025
H 2.472 -3.865 2.323 -0.038 -0.003 -0.011
H 1.676 -3.985 4.369 -0.005 -0.005 0.009
H 0.433 -2.718 4.476 0.000 -0.027 -0.020
H 1.910 -2.593 5.446 0.000 0.002 0.000
H 1.395 -0.614 0.900 -0.046 -0.071 0.006
H 0.512 -0.842 2.227 -0.083 -0.004 -0.015
C -6.245 -2.816 0.651 -0.023 -0.011 -0.014
C -5.053 -3.748 0.461 -0.008 0.064 -0.028
C -4.353 -4.144 1.766 0.020 -0.071 -0.040
O -3.540 -3.127 2.319 0.011 0.057 0.032
C -4.209 -2.168 3.114 0.044 -0.019 0.040
N -4.126 -3.151 -0.505 0.064 -0.038 0.049
H -5.922 -1.795 0.860 0.010 -0.006 0.017
H -6.843 -2.788 -0.258 0.019 0.018 -0.014
H -6.883 -3.149 1.471 0.003 0.001 0.004
H -5.426 -4.678 0.021 0.005 -0.021 0.028
H -3.672 -4.971 1.548 0.027 0.019 0.022
H -5.075 -4.500 2.512 -0.040 0.035 -0.029
H -5.032 -2.621 3.674 -0.008 0.010 0.005
H -4.602 -1.339 2.519 -0.034 -0.022 -0.001
H -3.482 -1.768 3.820 -0.002 -0.006 0.006
H -3.396 -3.820 -0.732 -0.038 -0.020 -0.046
H -3.644 -2.385 -0.041 -0.018 0.014 -0.013

***

12
Properties=species:S:1:pos:R:3:forces:R:3 method="wB97M-V/def2-TZVPD" total_energy_ev=-16593.5027 de_lowest_kcal_mol=17.7 charge=-1 largest_force_ev_per_a=5.598 homo_ha=-0.1611 smiles="C=C(C)[P@@H](=O)[O-]"
C -1.175 1.163 0.157 0.941 2.174 1.205
C -0.413 0.107 0.126 4.235 -0.883 -0.610
C -0.746 -1.329 -0.157 -1.561 1.526 5.154
P 1.618 0.316 0.010 -0.501 0.356 -0.986
O 2.402 -0.722 0.745 -0.791 -0.298 0.304
O 1.937 0.615 -1.430 -0.619 -0.607 -0.091
H -0.870 2.199 0.487 0.378 -1.245 -0.640
H -2.189 1.164 -0.034 -2.400 -0.480 -0.339
H -1.815 -1.455 0.038 -0.006 -0.496 -0.342
H -0.440 -1.646 -1.034 1.132 -1.213 -4.744
H -0.157 -1.975 0.529 -0.459 0.443 0.052
H 1.850 1.562 0.563 -0.350 0.724 1.038

***

71
Properties=species:S:1:pos:R:3:forces:R:3 method="wB97M-V/def2-TZVPD" multiplicity=6 s2=8.858 total_energy_ev=-81255.3657 de_lowest_kcal_mol=0.0 charge=+1 largest_force_ev_per_a=5.373 homo_ha="-0.3007 / -0.3613"
Fe 0.181 -0.353 -0.506 0.160 2.120 -4.935
C -1.428 -0.556 0.719 0.084 -0.236 2.153
C -0.710 -1.802 0.576 0.464 -0.081 2.281
C 0.785 -0.173 1.360 -0.584 -1.377 1.782
C -0.517 0.437 1.231 -0.648 -1.185 1.675
C 0.656 -1.571 1.003 -1.228 -0.491 2.879
C -2.912 -0.427 0.785 -0.314 0.198 -0.410
H -3.405 -1.039 0.018 0.013 0.146 0.186
H -3.212 0.620 0.638 -0.027 -0.312 -0.006
H -3.283 -0.751 1.774 0.161 0.092 -0.374
C -0.930 1.647 1.984 -0.089 0.470 -0.112
H -1.907 2.000 1.650 0.246 0.151 0.041
H -0.204 2.453 1.862 -0.223 0.050 0.083
H -1.006 1.390 3.057 0.107 0.075 -0.369
C 1.931 0.430 2.098 0.255 0.135 -0.250
H 1.795 0.293 3.181 0.082 0.022 -0.260
H 1.985 1.504 1.897 0.119 -0.124 0.100
H 2.880 -0.035 1.802 -0.138 0.162 0.142
C 1.603 -2.649 1.404 0.294 -0.074 -0.215
H 1.376 -2.973 2.434 0.102 0.110 -0.336
H 2.640 -2.296 1.388 -0.110 -0.176 -0.005
H 1.515 -3.530 0.760 0.120 0.085 0.062
C -1.354 -3.144 0.448 -0.018 -0.186 -0.633
H -1.678 -3.541 1.427 0.209 0.274 -0.304
H -0.665 -3.872 -0.001 -0.216 0.071 0.110
H -2.243 -3.080 -0.191 0.134 -0.139 0.106
C -0.140 1.251 -1.729 -0.767 -0.616 -1.009
C -1.126 0.325 -2.038 0.286 1.322 -1.551
C -1.083 -0.710 -3.140 -0.216 -0.114 -0.475
C 0.341 -1.243 -3.350 -0.273 0.316 0.146
C 0.991 -1.487 -2.002 1.835 -0.326 -0.674
C 1.974 -0.636 -1.427 0.847 -1.486 -0.887
C 2.365 0.726 -1.937 -0.470 0.411 0.571
C 1.158 1.605 -2.391 0.400 -0.048 -0.606
H -1.465 -0.298 -4.085 -0.113 -0.070 0.127
H 0.930 -0.523 -3.935 -0.144 -0.120 0.185
H -1.753 -1.544 -2.861 0.225 0.258 -0.120
H 1.108 1.635 -3.494 -0.215 -0.097 0.177
H -0.749 2.356 -1.087 -0.644 0.438 1.028
H -2.139 0.509 -1.653 0.510 -0.132 0.328
H 1.393 2.629 -2.072 -0.081 -0.075 -0.170
H 2.838 1.262 -1.098 0.053 -0.257 -0.237
H 2.725 -1.076 -0.756 -0.494 0.094 -0.153
H 3.140 0.683 -2.727 -0.169 -0.154 0.058
H 0.311 -2.171 -3.931 0.047 0.107 0.125
H 0.957 -2.548 -1.700 0.194 0.650 0.128
P 4.260 0.940 -4.878 0.531 0.989 -2.308
P 7.031 0.115 -3.753 1.324 0.164 -2.191
C 5.690 1.055 -6.079 0.433 -0.391 0.445
C 7.013 1.140 -5.323 -0.399 0.267 0.271
H 5.534 1.959 -6.687 -0.083 -0.286 0.112
H 5.656 0.185 -6.753 0.027 0.199 0.313
H 7.857 0.846 -5.960 -0.083 0.057 0.258
H 7.189 2.170 -4.980 -0.007 -0.151 -0.189
C 8.737 0.644 -3.272 -0.316 0.088 1.043
H 9.031 0.139 -2.342 0.039 0.217 -0.244
H 8.709 1.728 -3.090 0.107 -0.315 0.042
H 9.482 0.430 -4.047 -0.369 -0.081 0.004
C 7.403 -1.534 -4.510 -0.612 -0.190 0.643
H 8.177 -1.470 -5.286 -0.182 0.183 0.247
H 6.472 -1.932 -4.941 0.343 -0.062 0.093
H 7.742 -2.208 -3.709 -0.152 0.056 -0.342
C 3.802 2.730 -4.904 -0.244 -0.129 0.970
H 2.887 2.886 -4.319 0.225 0.095 -0.174
H 3.661 3.097 -5.928 0.001 -0.350 0.152
H 4.615 3.304 -4.435 -0.237 -0.166 -0.091
C 3.095 0.113 -6.032 -0.494 -0.534 0.752
H 3.475 -0.900 -6.224 -0.116 0.230 0.067
H 3.016 0.643 -6.987 0.156 0.150 0.256
H 2.103 0.019 -5.576 0.146 0.024 -0.215
F -1.348 3.070 -0.592 0.197 0.058 -0.298